Entry 1:
Computed, not measured: a single C5H6N4O3 molecule in a non-equilibrium geometry, with ωB97M-V/def2-TZVPD.

E_tot = -638.6214 hartree
SMILES = Cn1cncc1[C@H](N=O)[N+](=O)[O-]
E_HOMO (spin up / spin down) = -9.309 / -9.309 eV
LUMO (spin up / spin down) = -0.995 / -0.995 eV

The geometry in ORCA input format:
```
! wB97M-V def2-TZVPD RIJCOSX def2/J DEFGRID3
* xyz 0 1
C -1.97 -0.63 0.19
N -0.64 -0.70 0.70
C -0.18 -1.58 1.64
N 1.10 -1.39 1.89
C 1.51 -0.43 1.13
C 0.49 0.05 0.31
C 0.29 1.12 -1.02
N 0.32 -0.07 -1.86
O -0.77 -0.32 -2.33
N 1.57 1.96 -1.14
O 1.49 3.09 -1.53
O 2.60 1.47 -0.78
H -2.36 0.40 0.43
H -1.86 -0.79 -0.87
H -2.67 -1.38 0.74
H -0.79 -2.37 2.04
H 2.53 -0.18 1.33
H -0.67 1.76 -0.87
*
```

***

Entry 2:
Computed, not measured: a gas-phase ion, C14H23ClNO2 (charge +1), with ωB97M-V/def2-TZVPD.

E_tot = -1212.4502 hartree
SMILES = CCC[NH2+]Cc1cc(OC)c(OCCC)cc1Cl
E_HOMO = -11.290 eV
LUMO = -2.679 eV

The geometry in ORCA input format:
```
! wB97M-V def2-TZVPD RIJCOSX def2/J DEFGRID3
* xyz 1 1
C 3.83 2.39 1.02
C 4.39 1.05 1.48
C 3.53 -0.13 1.05
N 3.48 -0.24 -0.43
C 2.55 -1.29 -0.93
C 1.13 -0.93 -0.58
C 0.34 -1.83 0.15
C -0.98 -1.54 0.46
O -1.81 -2.34 1.15
C -1.36 -3.61 1.57
C -1.54 -0.30 0.04
O -2.82 -0.11 0.38
C -3.49 1.08 -0.02
C -4.92 0.99 0.49
C -5.72 2.23 0.10
C -0.75 0.58 -0.67
C 0.56 0.26 -0.98
Cl 1.49 1.44 -1.90
H 4.38 3.20 1.48
H 3.90 2.52 -0.06
H 2.78 2.48 1.31
H 5.41 0.93 1.10
H 4.45 1.04 2.56
H 3.93 -1.07 1.45
H 2.51 -0.01 1.40
H 3.11 0.65 -0.82
H 4.43 -0.40 -0.79
H 2.82 -2.25 -0.51
H 2.66 -1.34 -2.02
H 0.77 -2.76 0.46
H -2.21 -4.07 2.07
H -0.53 -3.52 2.28
H -1.05 -4.23 0.73
H -2.99 1.96 0.41
H -3.48 1.16 -1.11
H -5.39 0.10 0.07
H -4.90 0.88 1.57
H -5.76 2.34 -0.98
H -6.74 2.15 0.47
H -5.28 3.13 0.53
H -1.16 1.53 -1.00
*
```